Arrangement w

H30O15 | ωB97M-V/def2-TZVPD

The geometry in XYZ format:
```
45
Properties=species:S:1:pos:R:3:lowdin_charge:R:1
H -0.365 -0.764 -0.782 -0.02
H -0.440 -0.202 0.628 0.00
H 1.052 -1.252 -4.497 -0.01
H 1.674 -0.857 -5.826 0.05
H 1.538 3.933 0.029 0.05
H 1.618 3.393 1.448 0.05
H 2.178 -1.208 2.061 0.04
H 1.647 0.078 1.450 0.02
H -3.111 -1.263 3.261 0.00
H -1.971 -0.323 3.621 -0.01
H -0.659 -0.790 -3.768 0.05
H 0.431 0.058 -3.133 0.05
H 0.026 2.988 -2.047 0.04
H -1.438 3.140 -1.668 0.03
H 2.233 -2.527 -2.714 0.07
H 1.607 -1.812 -1.528 0.04
H -2.019 2.352 -3.462 0.00
H -1.990 0.835 -3.544 0.01
H -2.069 1.906 3.691 0.05
H -0.914 1.372 4.523 0.02
H 2.599 -4.163 -0.282 0.04
H 1.145 -3.768 -0.085 0.06
H 3.940 -1.750 -1.414 0.04
H 3.037 -2.968 -1.305 -0.05
H 0.181 2.347 1.555 0.00
H -1.089 2.770 0.835 0.04
H 0.580 0.157 4.906 0.04
H 0.241 -1.305 4.667 0.05
H -4.784 -0.205 2.406 0.05
H -4.136 0.429 1.186 0.05
O -0.991 -0.430 -0.129 -0.05
O 0.824 -0.939 -5.380 -0.05
O 1.608 3.110 0.526 -0.05
O 1.867 -0.326 2.296 -0.04
O -2.454 -1.092 3.946 -0.08
O -0.264 -0.573 -2.916 -0.06
O -0.660 3.652 -1.915 -0.04
O 2.097 -1.648 -2.341 -0.06
O -2.299 1.616 -4.017 -0.05
O -1.115 1.767 3.667 -0.08
O 1.727 -4.253 -0.681 -0.03
O 3.966 -2.711 -1.337 -0.08
O -0.737 2.087 1.416 -0.08
O -0.146 -0.473 4.962 -0.07
O -4.162 -0.390 1.693 -0.05
```

For the HOMO-LUMO gap, the calculation gives 9.918 eV. The net charge is 0. For the lowest unoccupied orbital energy, the calculation gives -0.44 eV. The spin multiplicity is 1.

Arrangement x

H30O15 | ωB97M-V/def2-TZVPD

The geometry in XYZ format:
```
45
Properties=species:S:1:pos:R:3:lowdin_charge:R:1
O -1.205 1.436 1.592 0.00
H -0.809 1.091 2.378 0.04
H -1.265 0.678 1.047 -0.01
O -0.597 1.618 -2.196 -0.05
H 0.360 1.753 -2.175 0.07
H -0.733 0.854 -2.787 0.06
O -0.147 -0.283 -0.352 -0.02
H 0.619 -0.348 0.198 0.00
H -0.169 0.572 -0.745 -0.02
O -3.014 0.251 -0.955 -0.10
H -2.775 1.214 -0.967 -0.02
H -2.368 -0.106 -1.609 -0.03
O 0.562 2.879 0.299 -0.07
H 0.511 3.632 0.852 0.03
H -0.160 2.342 0.751 0.01
O 2.472 0.940 -0.425 -0.04
H 3.220 1.162 0.135 0.05
H 1.947 1.723 -0.404 0.00
O -2.821 2.890 -1.244 -0.06
H -2.063 2.611 -1.801 0.02
H -3.521 2.960 -1.900 0.06
O -2.300 -2.985 -0.276 -0.05
H -3.010 -3.416 0.200 0.03
H -2.126 -2.258 0.299 -0.06
O 1.557 1.694 2.724 -0.04
H 2.030 1.258 3.441 0.04
H 1.849 1.308 1.899 -0.01
O 0.941 -1.228 2.490 -0.02
H 1.018 -1.298 3.437 0.08
H 1.473 -1.921 2.064 0.08
O 2.458 -1.763 -0.711 -0.03
H 2.421 -2.303 0.069 0.03
H 2.735 -0.872 -0.496 -0.01
O -1.749 -1.376 1.729 -0.08
H -1.796 -2.252 2.171 0.08
H -0.771 -1.184 1.676 0.02
O -1.788 -0.909 -2.984 -0.04
H -2.186 -1.631 -3.460 0.07
H -1.016 -1.371 -2.649 0.00
O 0.385 -2.656 -2.414 -0.05
H 0.992 -1.952 -2.174 0.01
H 0.379 -2.763 -3.369 0.05
O 3.716 -0.065 1.893 -0.01
H 3.863 0.529 2.610 0.04
H 2.898 -0.453 2.127 -0.03
```

For the HOMO-LUMO gap, the calculation gives 8.386 eV. The net charge is 0. For the lowest unoccupied orbital energy, the calculation gives -0.67 eV. The spin multiplicity is 1.

Arrangement y

H30O15 | ωB97M-V/def2-TZVPD

The geometry in XYZ format:
```
45
Properties=species:S:1:pos:R:3:lowdin_charge:R:1
O -2.944 -1.815 0.447 -0.08
H -2.656 -1.471 -0.420 -0.01
H -2.594 -2.743 0.415 0.06
O 0.525 0.129 -0.062 -0.06
H -0.008 0.507 0.655 0.03
H 0.145 -0.742 -0.116 -0.01
O 2.938 0.094 -1.251 -0.06
H 2.072 0.009 -0.834 -0.04
H 3.348 0.808 -0.757 0.04
O -1.712 2.372 -0.882 -0.07
H -0.738 2.548 -1.050 0.03
H -1.895 1.450 -1.014 -0.01
O -1.927 -0.478 -1.700 -0.03
H -1.083 -0.787 -1.956 -0.03
H -2.546 -0.726 -2.397 0.09
O 0.045 1.597 -3.259 -0.03
H 0.224 0.709 -2.955 -0.01
H 0.447 1.456 -4.121 0.07
O 0.536 2.412 2.030 -0.03
H 0.121 3.129 1.563 0.03
H 0.080 2.441 2.871 0.04
O -0.027 -2.057 2.671 -0.04
H -0.194 -1.131 2.586 -0.01
H 0.828 -1.952 3.164 0.08
O 2.604 -3.168 0.630 -0.07
H 1.720 -2.884 0.397 -0.04
H 2.940 -2.502 1.250 0.01
O -2.434 3.044 1.935 -0.08
H -3.362 2.850 1.771 0.05
H -1.987 2.630 1.156 0.01
O 0.498 -1.260 -2.772 -0.03
H 1.274 -1.709 -2.423 0.07
H 0.165 -1.958 -3.341 0.08
O 2.826 -0.634 1.921 -0.01
H 2.078 -0.307 2.403 0.02
H 3.165 0.106 1.470 0.02
O -1.522 0.203 2.020 -0.05
H -1.993 1.020 2.257 0.04
H -2.051 -0.203 1.330 0.02
O -0.057 -2.485 -0.084 -0.04
H -0.134 -2.640 0.841 0.01
H -0.056 -3.350 -0.482 0.08
O 1.140 2.857 -1.082 -0.03
H 1.119 1.972 -0.818 -0.05
H 1.062 2.659 -2.023 0.02
```

For the HOMO-LUMO gap, the calculation gives 10.190 eV. The net charge is 0. For the lowest unoccupied orbital energy, the calculation gives -0.46 eV. The spin multiplicity is 1.

Arrangement z

H30O15 | ωB97M-V/def2-TZVPD

The geometry in XYZ format:
```
45
Properties=species:S:1:pos:R:3:lowdin_charge:R:1
H -0.272 0.438 -0.321 0.00
H 0.619 -0.508 0.419 0.09
H -1.251 -1.650 -1.736 -0.05
H -2.012 -2.767 -2.117 0.09
H -2.254 -1.449 -0.347 -0.03
H -3.039 -0.237 -0.159 0.08
H 3.403 1.606 3.330 0.05
H 2.038 0.987 3.291 -0.05
H -2.121 1.401 -3.558 0.03
H -0.986 0.829 -2.705 0.05
H 0.266 1.885 0.899 0.00
H 1.641 2.251 1.429 0.02
H -2.229 -2.941 2.898 0.05
H -3.027 -3.397 4.090 0.02
H 4.562 0.571 0.389 0.05
H 3.696 0.812 -0.848 0.00
H 0.690 4.473 -1.447 0.02
H -0.836 4.117 -1.405 0.05
H -1.962 0.648 4.041 -0.04
H -0.421 0.875 3.719 0.05
H -3.576 1.101 1.854 -0.02
H -3.866 0.711 3.247 0.08
H 3.417 -0.879 -2.554 0.02
H 2.081 -0.114 -3.004 0.04
H -0.947 2.774 -3.138 0.02
H 0.484 2.778 -3.880 0.12
H 0.418 -3.238 -2.175 0.09
H 0.443 -1.695 -2.349 0.02
H 1.899 -5.263 1.742 0.08
H 2.729 -3.898 1.496 0.02
O 0.600 0.100 -0.355 -0.03
O -1.540 -2.006 -2.549 -0.10
O -2.801 -1.091 0.330 -0.05
O 2.519 1.596 3.721 0.00
O -1.710 0.540 -3.370 -0.11
O 0.705 2.422 1.571 -0.05
O -2.451 -2.681 3.824 -0.07
O 4.243 0.166 -0.439 -0.04
O -0.175 4.811 -1.669 -0.06
O -1.121 0.242 4.078 -0.08
O -3.220 1.195 2.687 -0.03
O 2.853 -0.655 -3.303 -0.06
O -0.502 2.455 -3.949 -0.12
O 0.180 -2.393 -1.796 -0.08
O 2.472 -4.727 1.082 -0.10
```

For the HOMO-LUMO gap, the calculation gives 7.817 eV. The net charge is 0. For the lowest unoccupied orbital energy, the calculation gives -0.89 eV. The spin multiplicity is 1.

In terms of stability, arrangement y leads; the second structure lies 28.8 kcal/mol higher.

Arrangement w

H30O15 | ωB97M-V/def2-TZVPD

The geometry in XYZ format:
```
45
Properties=species:S:1:pos:R:3:lowdin_charge:R:1
H -0.159 0.658 0.931 0.05
H -1.189 -0.280 0.389 0.03
H -4.479 1.025 -2.054 0.05
H -3.700 0.327 -1.057 -0.03
H 3.592 -1.900 0.167 0.02
H 3.853 -0.860 1.222 0.07
H -2.321 -3.164 -0.549 -0.04
H -1.097 -3.836 -0.269 0.04
H -2.234 -2.686 -3.475 0.04
H -0.880 -2.577 -2.865 0.03
H 1.664 0.489 2.448 0.09
H 1.408 -0.217 1.212 -0.01
H -1.352 -0.623 3.260 0.04
H -1.149 0.819 3.289 0.01
H 1.798 -1.803 -2.923 0.04
H 1.028 -2.080 -1.611 0.01
H 1.272 1.480 -1.406 -0.03
H 2.358 2.506 -1.547 0.14
H 1.437 -1.291 2.614 0.06
H 2.595 -1.623 3.493 0.06
H -0.463 3.330 -1.735 0.12
H -1.084 2.691 -0.373 0.05
H -2.088 5.732 -0.060 0.07
H -1.757 4.257 -0.102 -0.06
H 1.453 -0.027 -2.910 0.14
H 2.084 0.051 -1.557 0.02
H -3.253 -1.548 1.988 0.06
H -3.477 -1.023 3.436 -0.05
H 3.674 0.779 -0.527 0.07
H 4.255 2.052 0.001 0.05
O -0.712 -0.130 1.197 -0.09
O -4.556 0.332 -1.388 -0.02
O 3.286 -1.090 0.469 -0.05
O -1.987 -3.997 -0.607 -0.01
O -1.668 -2.024 -3.074 -0.08
O 1.487 0.677 1.487 -0.08
O -1.795 0.201 3.103 -0.05
O 1.584 -2.501 -2.272 -0.10
O 1.892 1.898 -0.844 -0.14
O 2.372 -1.641 2.560 -0.06
O -0.488 3.375 -0.710 -0.08
O -2.390 4.860 -0.466 -0.10
O 1.333 -0.380 -1.947 -0.11
O -3.643 -1.722 2.893 -0.04
O 3.499 1.484 0.168 -0.13
```

For the HOMO-LUMO gap, the calculation gives 8.757 eV. The net charge is 0. For the lowest unoccupied orbital energy, the calculation gives -0.48 eV. The spin multiplicity is 1.

Arrangement x

H30O15 | ωB97M-V/def2-TZVPD

The geometry in XYZ format:
```
45
Properties=species:S:1:pos:R:3:lowdin_charge:R:1
H -0.739 -0.627 -0.240 -0.04
H -0.463 -0.662 1.315 0.08
H 5.056 -2.471 -0.884 0.04
H 3.880 -1.848 -0.171 0.03
H -2.584 0.891 -0.074 0.05
H -3.454 -0.458 -0.342 0.11
H -1.861 -0.650 2.634 0.06
H -2.264 0.676 2.148 -0.01
H 0.390 2.675 0.118 0.00
H -0.552 1.451 0.246 0.02
H -3.676 -2.332 0.515 0.06
H -2.510 -2.461 -0.523 -0.02
H 2.196 1.034 2.862 0.03
H 1.139 1.447 1.886 0.00
H 3.717 0.568 -1.013 -0.05
H 3.563 0.406 -2.554 0.05
H -1.820 2.089 -2.642 0.09
H -2.704 1.328 -1.758 0.01
H -0.315 3.118 -1.719 -0.06
H 0.456 4.385 -1.553 0.05
H 0.770 2.765 2.979 0.05
H 1.802 3.420 2.089 -0.02
H -1.612 -2.163 -1.867 0.04
H -0.998 -1.447 -3.012 -0.02
H -2.455 -3.160 1.659 0.11
H -1.443 -3.471 0.508 0.05
H 3.299 -3.091 1.692 0.09
H 2.505 -2.951 0.285 0.01
H 0.835 0.037 -2.754 0.04
H 0.218 0.125 -1.367 0.02
O -0.261 -0.253 0.433 -0.08
O 4.860 -1.712 -0.334 -0.07
O -2.535 -0.073 -0.138 -0.11
O -2.438 0.153 2.932 -0.07
O -0.347 2.377 0.605 -0.07
O -3.468 -2.460 -0.430 -0.06
O 1.305 0.840 2.622 -0.04
O 4.150 0.635 -1.798 -0.03
O -2.013 1.937 -1.691 -0.04
O -0.270 3.985 -2.040 -0.03
O 1.000 3.586 2.479 -0.04
O -1.829 -1.810 -2.788 -0.05
O -1.474 -2.979 1.348 -0.08
O 2.701 -3.555 1.014 -0.09
O 0.573 -0.498 -2.022 -0.03
```

For the HOMO-LUMO gap, the calculation gives 10.296 eV. The net charge is 0. For the lowest unoccupied orbital energy, the calculation gives -0.55 eV. The spin multiplicity is 1.

Arrangement y

H30O15 | ωB97M-V/def2-TZVPD

The geometry in XYZ format:
```
45
Properties=species:S:1:pos:R:3:lowdin_charge:R:1
O -1.291 0.889 1.488 -0.09
H -0.729 0.843 2.341 0.06
H -1.935 0.180 1.551 0.01
O -2.037 2.504 -2.813 -0.08
H -2.970 2.400 -2.524 0.04
H -1.807 3.198 -2.193 -0.01
O 1.709 2.832 -2.272 -0.05
H 1.830 2.218 -1.547 -0.03
H 1.090 2.303 -2.759 0.02
O -0.584 -3.075 1.304 -0.10
H 0.191 -2.655 0.953 0.00
H -0.613 -3.965 0.784 0.10
O -2.605 3.751 -0.408 -0.08
H -3.190 3.209 0.160 0.05
H -1.796 3.177 -0.444 0.05
O 0.479 -2.673 -3.515 -0.06
H 0.128 -2.356 -2.670 0.02
H 0.621 -1.932 -4.104 0.03
O 1.276 -4.386 -0.406 -0.07
H 1.664 -4.251 -1.286 0.05
H 1.866 -3.981 0.270 0.04
O -3.188 1.443 3.634 -0.05
H -2.698 0.913 4.276 0.04
H -3.453 0.898 2.900 0.01
O 3.486 -2.025 0.777 -0.10
H 4.441 -1.897 0.557 0.06
H 3.389 -1.445 -0.029 0.01
O 1.263 0.337 3.644 -0.04
H 1.761 0.064 4.427 0.06
H 1.367 -0.421 3.086 0.03
O -2.062 -2.560 -0.817 -0.11
H -2.101 -2.471 0.231 0.08
H -2.871 -2.052 -0.864 -0.01
O 1.829 0.669 -0.277 -0.08
H 1.088 0.003 -0.304 0.08
H 2.083 0.818 0.669 0.07
O 3.291 -0.825 -2.222 -0.08
H 4.030 -0.677 -2.876 0.08
H 3.055 0.111 -2.066 0.02
O -3.086 0.471 -0.757 -0.04
H -3.883 0.121 -1.179 0.06
H -2.374 0.334 -1.360 0.02
O 1.488 2.816 2.572 -0.07
H 0.793 2.574 3.189 0.02
H 1.315 3.381 1.801 0.05
```

For the HOMO-LUMO gap, the calculation gives 11.005 eV. The net charge is 0. For the lowest unoccupied orbital energy, the calculation gives -0.31 eV. The spin multiplicity is 1.

Arrangement z

H30O15 | ωB97M-V/def2-TZVPD

The geometry in XYZ format:
```
45
Properties=species:S:1:pos:R:3:lowdin_charge:R:1
O -2.604 -0.674 0.994 -0.03
H -3.281 -0.357 0.428 0.04
H -2.746 -0.118 1.787 0.08
O 0.973 -1.192 -3.285 -0.08
H 1.785 -0.946 -3.802 0.06
H 0.871 -0.598 -2.525 -0.01
O -1.844 -0.600 -2.410 -0.05
H -2.000 -0.379 -3.304 0.03
H -1.589 0.296 -1.998 0.05
O 2.000 0.646 3.075 -0.05
H 1.685 1.265 2.407 -0.02
H 2.832 0.350 2.674 0.05
O -0.575 -3.421 1.979 -0.08
H -0.567 -3.259 1.016 -0.01
H -0.090 -2.721 2.407 -0.02
O -0.922 1.892 -1.230 -0.01
H -0.149 1.733 -1.769 0.01
H -1.277 2.707 -1.477 0.05
O -0.518 -0.910 3.328 -0.07
H 0.241 -0.439 2.951 -0.01
H -0.289 -0.775 4.275 0.07
O 1.582 1.379 -2.508 -0.04
H 2.323 0.944 -2.091 0.06
H 1.832 1.595 -3.424 0.10
O -0.614 -2.665 -0.862 -0.04
H -0.873 -1.945 -1.361 -0.06
H -0.820 -3.482 -1.378 0.10
O -3.464 -3.014 -0.334 -0.08
H -3.170 -3.212 -1.268 0.05
H -2.874 -2.255 -0.190 -0.03
O 1.875 -1.827 0.835 -0.05
H 1.327 -1.059 0.664 -0.05
H 2.194 -2.045 -0.037 0.02
O -0.574 2.066 2.303 -0.06
H -1.521 2.280 2.187 0.05
H -0.314 1.458 1.606 -0.04
O 2.156 2.161 0.620 0.01
H 2.916 1.997 0.149 0.03
H 2.404 3.024 0.972 0.10
O 1.119 3.970 -1.088 -0.07
H 1.467 3.167 -0.669 -0.03
H 1.706 4.648 -0.755 0.03
O 0.110 0.041 0.566 -0.06
H -0.718 -0.444 0.659 0.04
H -0.006 0.718 -0.119 0.02
```

For the HOMO-LUMO gap, the calculation gives 8.086 eV. The net charge is 0. For the lowest unoccupied orbital energy, the calculation gives -0.85 eV. The spin multiplicity is 1.

In terms of stability, arrangement z leads; the second structure lies 20.7 kcal/mol higher.